No. 1
Molecular formula: C4H6O2
Method: DFT, ωB97M-V/def2-TZVPD

```
12
Properties=species:S:1:pos:R:3
O 2.49938 -0.59716 -0.14062
C 1.76150 0.10044 0.51231
C 0.42312 0.58728 0.00877
C -0.41028 -0.38796 -0.82746
C -1.47914 -0.13342 0.24497
O -0.55616 0.62068 1.05596
H 2.02187 0.43782 1.53744
H 0.56014 1.58081 -0.44732
H 0.00302 -1.39910 -0.83199
H -0.64733 -0.08282 -1.84770
H -1.87036 -1.00759 0.77534
H -2.31389 0.49606 -0.08635
```

## Properties
2S+1 = 1
charge = 0

No. 2
Molecular formula: C4H6O2
Method: DFT, ωB97M-V/def2-TZVPD

```
12
Properties=species:S:1:pos:R:3
C -1.06837 -0.86314 -0.14664
C -0.60381 0.34451 0.13886
C -0.25551 1.68951 -0.18466
O -0.56160 1.21321 1.17193
H -1.44811 -1.51715 0.63079
H -1.00348 -1.24397 -1.16163
H 0.76020 2.04787 -0.33116
H -1.05896 2.25894 -0.64267
C 1.29642 -0.95999 0.11623
O 1.89210 -0.51666 -0.84119
H 0.71640 -1.89939 0.10488
H 1.33473 -0.55375 1.14524
```

## Properties
2S+1 = 1
charge = 0
structure (SMILES) = C=C1CO1.C=O

No. 3
Molecular formula: C4H6O2
Method: DFT, ωB97M-V/def2-TZVPD

```
12
Properties=species:S:1:pos:R:3
C 1.62028 0.47429 -0.23499
C 0.37983 -0.07141 0.46972
O -0.15380 -1.34516 -0.00940
C -1.53483 -0.85282 -0.15877
C -0.99748 0.54335 0.09284
O -1.46432 1.65049 -0.02334
H 2.50050 -0.02345 0.19259
H 1.58846 0.34455 -1.33409
H 1.75266 1.54791 -0.02263
H 0.48448 -0.04108 1.55916
H -1.88748 -1.09550 -1.14221
H -2.28829 -1.13118 0.61112
```

## Properties
2S+1 = 1
charge = 0
structure (SMILES) = C[C@@H]1OCC1=O

Looking at orbital gap for the records above, in order, we have 10.62 10.13 10.79 eV.
Looking at E_LUMO for the records above, in order, we have 0.90 0.96 0.85 eV.
Looking at energy relative to the best compared isomer or geometry (same formula, charge and spin) for the records above, in order, we have 184.15 405.09 167.33 kJ/mol.